Record 1
DFT (ωB97M-V/def2-TZVPD) results for C36H36FN3O5PTa as an isolated structure at a distorted geometry.

Net charge ... +4
Largest force on an atom ... 0.0823 hartree/bohr
Total energy ... -66146.2269 eV

Last column: Löwdin charge in e.
Positions of all 83 atoms, in Å:
Ta  1.8148  2.9753  -1.8019  2.003
C  0.0669  5.5844  -2.6658  -0.055
C  0.5767  5.2778  -1.3755  -0.183
C  -0.3087  4.7056  -0.4117  -0.088
C  -1.6176  4.4155  -0.7631  -0.039
C  -2.0876  4.7106  -2.0416  0.003
C  -1.2471  5.2942  -2.9878  -0.024
H  0.6887  6.1176  -3.3732  0.137
H  1.4545  5.8268  -1.0243  0.139
H  0.0118  4.6209  0.6222  0.130
H  -2.3034  4.0301  -0.0234  0.127
H  -3.1264  4.5399  -2.2820  0.134
H  -1.6399  5.5740  -3.9537  0.134
C  1.9268  0.0569  5.5492  -0.032
C  2.4172  -0.6214  4.2724  -0.156
N  1.8916  0.0139  3.0641  0.013
C  2.6310  0.9532  2.4977  0.085
C  2.2876  1.6019  1.3189  -0.011
C  3.2727  2.5972  0.7888  -0.446
O  4.3484  2.7886  1.2556  0.236
O  2.7898  3.2129  -0.3043  -0.150
C  1.0817  1.2696  0.6630  -0.213
O  0.7256  1.8012  -0.4989  -0.229
C  0.2707  0.2838  1.2910  -0.052
C  -0.9581  -0.1223  0.7366  0.083
C  -1.7511  -1.0451  1.3487  -0.166
F  -2.8989  -1.3611  0.7396  0.098
C  -1.4242  -1.6383  2.6108  -0.103
C  -0.1754  -1.2522  3.1298  0.079
C  0.6702  -0.3304  2.5172  -0.089
N  -2.2479  -2.4980  3.2552  -0.050
C  -2.1255  -2.8460  4.6558  -0.104
C  -2.0019  -4.3633  4.8336  -0.055
N  -3.0358  -5.0789  4.0190  0.084
C  -4.0795  -4.1553  3.5108  -0.081
C  -3.4319  -3.0899  2.6287  -0.101
H  2.3079  -0.4934  6.4059  0.100
H  0.8427  0.0880  5.6113  0.077
H  2.3053  1.0731  5.6199  0.093
H  2.1661  -1.6832  4.2643  0.129
H  3.5034  -0.5417  4.2386  0.139
H  3.5697  1.2253  2.9704  0.175
H  -1.2934  0.3311  -0.1820  0.139
H  0.1522  -1.6741  4.0616  0.096
H  -2.9996  -2.4652  5.1958  0.150
H  -1.2599  -2.3759  5.1145  0.127
H  -2.1323  -4.5966  5.8917  0.153
H  -1.0138  -4.7121  4.5245  0.146
H  -3.4656  -5.8348  4.5686  0.205
H  -2.5859  -5.5261  3.2100  0.196
H  -4.6280  -3.7263  4.3513  0.151
H  -4.8003  -4.7128  2.9082  0.158
H  -4.1966  -2.3360  2.4119  0.149
H  -3.1394  -3.5496  1.6789  0.141
O  3.5417  2.4180  -2.8271  -0.001
C  2.7666  2.5079  -3.8122  -0.695
O  1.8883  3.4322  -3.7315  -0.115
C  2.4427  1.3167  -4.6006  -0.080
P  1.0604  0.8315  -3.3323  1.127
C  1.6096  -0.6230  -2.3962  -0.365
C  0.6881  -1.6034  -2.0202  -0.083
C  1.0956  -2.6364  -1.1911  -0.050
C  2.4010  -2.6938  -0.7291  -0.037
C  3.3127  -1.7141  -1.0956  -0.039
C  2.9212  -0.6721  -1.9160  -0.086
C  -0.3176  0.3651  -4.4128  -0.371
C  -1.4222  1.1846  -4.6315  -0.078
C  -2.3675  0.7936  -5.5660  -0.037
C  -2.2065  -0.3889  -6.2758  -0.011
C  -1.1065  -1.2032  -6.0403  -0.023
C  -0.1533  -0.8370  -5.1080  -0.081
H  3.2554  0.5923  -4.6744  0.131
H  2.0004  1.5262  -5.5768  0.133
H  -0.3283  -1.5720  -2.3865  0.114
H  0.3968  -3.4133  -0.9259  0.117
H  2.7194  -3.5074  -0.0960  0.121
H  4.3305  -1.7671  -0.7476  0.125
H  3.6496  0.0721  -2.2129  0.102
H  -1.5374  2.1083  -4.0755  0.094
H  -3.2308  1.4142  -5.7464  0.123
H  -2.9355  -0.6772  -7.0182  0.132
H  -0.9795  -2.1257  -6.5834  0.129
H  0.7069  -1.4638  -4.9208  0.120

Record 2
DFT (ωB97M-V/def2-TZVPD) results for C36H37BN9O4PPd as an isolated structure at a distorted geometry.

Net charge ... +3
Largest force on an atom ... 0.0507 hartree/bohr
Total energy ... -72947.8991 eV
Multiplicity ... 6

Last column: Löwdin charge in e.
Positions of all 89 atoms, in Å:
Pd  -0.0038  -0.0797  0.2550  1.088
C  -1.9102  -0.4820  3.3092  -0.011
C  -0.4969  -0.0503  3.4402  -0.335
C  0.2993  0.0210  4.5924  0.023
C  1.4981  0.5542  4.1722  -0.038
N  1.4167  0.8027  2.8492  0.025
N  0.2047  0.4126  2.4061  0.031
B  2.3431  1.5464  1.8799  -0.643
N  1.4511  2.4501  0.9817  0.023
C  1.3514  3.7955  0.9638  -0.021
C  0.6202  4.1652  -0.1409  0.037
C  0.2895  2.9579  -0.7898  -0.309
C  -0.4160  2.7158  -2.0646  -0.007
N  0.8068  1.9537  -0.0855  0.013
N  3.0020  0.5376  0.9278  0.027
C  4.2809  0.4197  0.5232  -0.037
C  4.3059  -0.2882  -0.6580  0.033
C  2.9601  -0.5690  -0.9458  -0.329
C  2.3371  -1.1525  -2.1551  -0.003
N  2.2074  -0.1017  0.0449  -0.024
N  3.3484  2.4560  2.5608  0.090
C  3.2114  3.1580  3.7369  0.011
C  4.2517  4.0322  3.8279  0.083
C  5.0165  3.8173  2.6324  -0.197
C  6.2157  4.5106  2.1892  0.044
N  4.4184  2.8604  1.9100  0.198
H  -2.1621  -1.2276  4.0592  0.101
H  -2.5602  0.3770  3.4762  0.104
H  -2.1089  -0.8698  2.3072  0.053
H  0.0215  -0.2771  5.5823  0.126
H  2.3880  0.7429  4.7383  0.132
H  1.7814  4.4106  1.7282  0.126
H  0.3503  5.1544  -0.4444  0.122
H  0.2373  2.9749  -2.9018  0.103
H  -0.6820  1.6571  -2.1518  0.068
H  -1.3014  3.3398  -2.1591  0.097
H  5.0825  0.8610  1.0785  0.115
H  5.1629  -0.5421  -1.2469  0.124
H  2.7470  -2.1295  -2.3933  0.087
H  1.2493  -1.2142  -2.0141  0.048
H  2.5361  -0.5012  -3.0070  0.105
H  2.3828  2.9987  4.3950  0.137
H  4.4788  4.7242  4.6130  0.138
H  6.8598  4.7623  3.0334  0.121
H  6.7483  3.9513  1.4235  0.110
H  5.9451  5.4800  1.7491  0.139
O  -1.8611  1.2572  0.4570  -0.020
C  -3.0562  1.1110  0.2286  -0.128
C  -3.7141  -0.1173  -0.1132  -0.070
C  -5.1101  -0.2291  -0.1026  0.122
C  -5.6954  -1.4596  -0.2975  -0.045
C  -4.9204  -2.5993  -0.5479  0.082
C  -3.5621  -2.4978  -0.6345  0.098
C  -2.8900  -1.2592  -0.4287  -0.277
O  -1.6210  -1.2056  -0.5391  -0.119
N  -7.1609  -1.5993  -0.2112  -0.344
O  -7.5871  -2.7072  -0.3741  0.155
O  -7.7654  -0.5922  0.0299  0.152
H  -3.7230  1.9857  0.3124  0.163
H  -5.7429  0.6326  0.0770  0.153
H  -5.4164  -3.5521  -0.6764  0.147
H  -2.9555  -3.3595  -0.8556  0.111
C  0.1421  -3.0677  2.4845  -0.197
P  0.4896  -2.6919  0.7212  1.112
C  -0.4267  -3.9673  -0.2091  -0.383
C  -1.0035  -5.0685  0.4241  -0.066
C  -1.5693  -6.0779  -0.3403  -0.039
C  -1.6110  -5.9848  -1.7237  -0.031
C  -1.0447  -4.8863  -2.3576  -0.045
C  -0.4730  -3.8762  -1.6042  -0.131
C  2.2434  -3.1912  0.5742  -0.349
C  2.6430  -4.0666  -0.4373  -0.077
C  3.9367  -4.5556  -0.4503  -0.032
C  4.8543  -4.1428  0.5100  -0.023
C  4.4686  -3.2451  1.4993  -0.046
C  3.1768  -2.7545  1.5197  -0.101
H  0.4675  -4.0845  2.7034  0.077
H  -0.9266  -2.9724  2.6710  0.049
H  0.6732  -2.3855  3.1470  0.040
H  -0.9966  -5.1773  1.4959  0.102
H  -1.9616  -6.9527  0.1556  0.124
H  -2.0827  -6.7615  -2.3054  0.125
H  -1.0470  -4.8169  -3.4336  0.123
H  -0.0716  -3.0031  -2.0996  0.095
H  1.9375  -4.4094  -1.1808  0.102
H  4.2208  -5.2770  -1.2013  0.124
H  5.8682  -4.5124  0.4771  0.124
H  5.1822  -2.9200  2.2400  0.119
H  2.8874  -2.0399  2.2785  0.099

Record 3
DFT (ωB97M-V/def2-TZVPD) results for C36H37ClN6O2PSn as an isolated structure.

Net charge ... +1
Relative energy (zero: lowest compared OMol25 entry of this formula, charge and spin) ... 283.6 kJ/mol
Largest force on an atom ... 0.0050 hartree/bohr

Last column: Löwdin charge in e.
Positions of all 84 atoms, in Å:
Sn  0.0244  0.3384  -0.3034  1.342
C  1.5323  -1.1043  -2.9305  -0.206
C  0.1613  -1.4817  -2.9984  -0.271
C  -0.5394  -0.3601  -3.3965  -0.236
C  0.4168  0.7509  -3.6069  -0.228
C  1.6610  0.2941  -3.2897  -0.247
C  2.9632  1.0295  -3.3234  -0.021
C  0.0092  2.0870  -4.1228  -0.024
C  -2.0046  -0.2372  -3.6244  -0.018
C  -0.4139  -2.8384  -2.7134  -0.030
C  2.6901  -1.9504  -2.5446  -0.020
H  3.4826  0.9688  -2.3635  0.061
H  2.8154  2.0844  -3.5502  0.073
H  3.6377  0.6236  -4.0822  0.089
H  -0.7890  2.5098  -3.5114  0.071
H  -0.3604  2.0082  -5.1494  0.094
H  0.8422  2.7885  -4.1240  0.074
H  -2.4042  0.6475  -3.1211  0.083
H  -2.5436  -1.1153  -3.2690  0.079
H  -2.2250  -0.1182  -4.6897  0.097
H  -1.0383  -2.8450  -1.8145  0.065
H  0.3693  -3.5811  -2.5640  0.068
H  -1.0365  -3.1903  -3.5377  0.087
H  3.1837  -1.5387  -1.6557  0.075
H  3.4479  -1.9520  -3.3330  0.097
H  2.4091  -2.9816  -2.3388  0.068
Cl  -0.8993  0.4953  3.7773  0.726
C  0.5912  1.1705  4.3563  -0.649
C  0.8870  1.0399  5.7043  -0.096
C  2.0596  1.5847  6.1993  -0.057
C  2.9307  2.2575  5.3532  -0.059
C  2.6264  2.3777  4.0087  -0.070
C  1.4498  1.8349  3.4856  -0.380
P  1.0855  2.0301  1.7145  0.989
C  0.3850  3.6708  1.5262  -0.294
C  0.0853  4.4682  2.5935  -0.073
C  -0.4474  5.7585  2.4151  -0.033
C  -0.6345  6.2778  1.1120  -0.072
C  -0.3838  5.5196  0.0201  0.009
C  0.0010  4.0803  0.1245  -0.326
C  2.7382  2.1332  0.9585  -0.397
C  3.3361  3.3280  0.5697  -0.077
C  4.6089  3.3200  0.0142  -0.057
C  5.2952  2.1244  -0.1392  -0.069
C  4.7077  0.9286  0.2538  -0.080
C  3.4293  0.9323  0.7874  -0.124
H  0.1975  0.5162  6.3514  0.110
H  2.2918  1.4822  7.2509  0.115
H  3.8454  2.6856  5.7396  0.113
H  3.3109  2.8958  3.3495  0.110
H  0.2854  4.1235  3.6012  0.108
H  -0.6753  6.3657  3.2796  0.109
H  -0.9746  7.2983  0.9932  0.112
H  -0.5304  5.9065  -0.9794  0.121
H  0.7827  3.8337  -0.6013  0.143
H  2.8159  4.2677  0.7128  0.112
H  5.0683  4.2517  -0.2881  0.112
H  6.2900  2.1231  -0.5645  0.112
H  5.2460  -0.0037  0.1407  0.111
H  2.9729  -0.0017  1.1030  0.089
N  -3.0203  1.7241  1.0176  0.216
C  -3.0986  0.4074  1.1520  -0.453
N  -4.2549  -0.0662  1.6218  0.183
C  -4.3117  -1.3735  1.8172  -0.432
N  -5.4592  -1.9043  2.2460  0.188
N  -3.2778  -2.2271  1.6305  0.183
C  -2.1846  -1.6788  1.1656  -0.302
N  -2.0181  -0.3770  0.8488  0.041
C  -1.0297  -2.6135  1.0010  -0.236
C  -1.2230  -3.9881  1.0240  0.005
C  -0.1188  -4.8090  0.8713  -0.030
C  1.1311  -4.2352  0.6983  -0.034
C  1.2242  -2.8542  0.6815  -0.134
N  0.1691  -2.0604  0.8400  0.010
H  -3.8688  2.2313  1.2053  0.126
H  -2.2679  2.2171  0.5469  0.056
H  -6.2517  -1.3089  2.4060  0.116
H  -5.5167  -2.8921  2.4131  0.114
H  -2.2179  -4.3834  1.1587  0.115
H  -0.2328  -5.8846  0.8832  0.118
H  2.0170  -4.8424  0.5746  0.115
H  2.1778  -2.3610  0.5270  0.101
O  -0.8000  2.1485  -1.0148  -0.465
O  -1.1703  3.3492  -0.3185  -0.209

Record 4
DFT (ωB97M-V/def2-TZVPD) results for C36H37CuF3P2 as an isolated structure at a distorted geometry.

Net charge ... 0
Relative energy (zero: lowest compared OMol25 entry of this formula, charge and spin) ... 0.0 kJ/mol
Largest force on an atom ... 0.0346 hartree/bohr
Multiplicity ... 2

Last column: Löwdin charge in e.
Positions of all 79 atoms, in Å:
Cu  -0.8385  -0.7558  2.0858  0.100
C  1.4854  -1.2247  -3.2653  -0.087
C  2.3862  -0.4540  -2.6492  -0.148
C  2.8330  0.9013  -3.1291  -0.182
C  1.7449  1.8112  -3.7770  -0.185
C  0.3538  1.7543  -3.2396  -0.121
C  -0.5915  0.9131  -3.6892  -0.110
C  -0.3824  -0.1562  -4.7024  -0.183
C  0.9660  -0.9041  -4.6380  -0.188
C  -1.7430  0.2833  3.4938  -0.212
H  1.1937  -2.1914  -2.8414  0.102
H  2.9209  -0.8323  -1.7723  0.091
H  3.6283  0.8197  -3.8930  0.119
H  3.2898  1.4310  -2.2761  0.101
H  2.0999  2.8484  -3.6636  0.113
H  1.7352  1.6124  -4.8606  0.104
H  0.0849  2.5959  -2.5961  0.093
H  -1.6410  1.0763  -3.4820  0.072
H  -0.4588  0.2562  -5.7222  0.122
H  -1.2154  -0.8692  -4.5953  0.111
H  0.8442  -1.8368  -5.2087  0.115
H  1.7126  -0.3045  -5.1762  0.098
H  -2.6597  -0.2664  3.7338  0.006
H  -1.9570  1.3571  3.4094  -0.026
H  -0.9937  0.1113  4.2736  0.009
P  1.1317  -0.8501  1.2028  0.987
P  -1.5105  1.1214  0.9419  1.009
C  1.0206  0.4458  -0.0368  -0.257
C  -0.0919  1.2228  -0.1633  -0.268
C  2.6603  -0.6182  2.1336  -0.348
C  3.8005  -0.1485  1.4629  -0.094
C  5.0069  -0.0068  2.1497  -0.078
C  5.0595  -0.2961  3.5199  -0.079
C  3.9182  -0.7385  4.2024  -0.072
C  2.7124  -0.8832  3.5187  -0.064
C  1.2144  -2.4907  0.3758  -0.331
C  0.0592  -2.9856  -0.2598  -0.107
C  0.0138  -4.3115  -0.6797  -0.079
C  1.1326  -5.1316  -0.5063  -0.082
C  2.2959  -4.6356  0.0948  -0.077
C  2.3369  -3.3158  0.5360  -0.083
C  -1.8221  2.8529  1.4405  -0.331
C  -0.9005  3.4580  2.3203  -0.095
C  -1.1425  4.7391  2.8085  -0.079
C  -2.2974  5.4334  2.4286  -0.079
C  -3.1933  4.8499  1.5194  -0.079
C  -2.9640  3.5639  1.0274  -0.070
C  -2.9824  0.5413  0.0336  -0.341
C  -3.9891  -0.1553  0.7267  -0.069
C  -5.1052  -0.6176  0.0331  -0.068
C  -5.1942  -0.4376  -1.3561  -0.076
C  -4.1711  0.2245  -2.0478  -0.077
C  -3.0791  0.7230  -1.3460  -0.101
H  1.9105  0.6024  -0.6619  0.034
H  -0.1480  2.0529  -0.8762  0.046
H  3.7447  0.1007  0.4055  0.089
H  5.8934  0.3259  1.6069  0.105
H  5.9947  -0.1546  4.0597  0.103
H  3.9689  -0.9721  5.2682  0.109
H  1.8168  -1.2174  4.0419  0.107
H  -0.8101  -2.3388  -0.3949  0.105
H  -0.9022  -4.6951  -1.1373  0.110
H  1.0886  -6.1754  -0.8323  0.104
H  3.1694  -5.2774  0.2304  0.105
H  3.2340  -2.9220  1.0151  0.101
H  -0.0113  2.9113  2.6281  0.113
H  -0.4332  5.1942  3.5008  0.106
H  -2.5010  6.4236  2.8388  0.104
H  -4.0784  5.4033  1.2009  0.105
H  -3.6742  3.1066  0.3380  0.103
H  -3.8916  -0.3217  1.7995  0.098
H  -5.9018  -1.1207  0.5779  0.108
H  -6.0551  -0.8304  -1.9007  0.104
H  -4.2258  0.3536  -3.1319  0.106
H  -2.2769  1.2582  -1.8511  0.067
F  -2.0859  -3.1776  2.5484  0.004
C  -1.0917  -2.4540  3.1685  -0.587
F  -1.4624  -2.3404  4.4754  0.018
F  0.0110  -3.2645  3.1826  0.008